ORCA calculation (wB97M-V/def2-TZVPD) on a 15-piece molecular cluster, C40H119N17O15 overall in a non-equilibrium geometry.

Each line ends with the Mulliken charge.
Atoms and positions in Å:
C 1.249 0.748 3.941  -0.002
H -2.989 3.059 0.771  0.014
O -6.147 -0.559 -0.378  -0.821
H -2.035 -3.023 2.085  -0.333
O -3.255 2.069 3.537  0.036
C 4.477 -3.247 4.656  -0.245
H 4.840 -5.395 4.083  0.364
H 0.823 1.212 -0.300  0.095
C 2.562 1.912 -5.937  0.167
H -1.930 -0.875 1.722  -0.961
H 3.925 -4.458 6.476  0.444
N -1.878 4.637 -5.522  -0.763
N 1.759 -0.889 -2.546  0.143
N 2.280 2.456 -0.999  0.230
N -2.212 -0.230 0.997  2.051
H 0.873 1.284 -6.986  0.284
H -3.996 0.159 -1.149  -0.141
H -4.771 -5.992 1.671  0.440
H -2.768 4.747 -5.057  0.311
H -1.983 -3.104 3.596  0.329
H 3.990 -0.475 -1.770  0.145
H 3.171 0.428 -7.201  0.459
H -1.575 1.817 -4.375  0.264
H -3.421 4.733 2.139  0.129
H 2.756 2.625 -6.738  0.466
H 3.061 2.146 -0.439  -0.579
H 1.013 0.777 -5.412  -0.084
O 4.686 0.973 -0.083  -0.599
N 4.983 -0.290 -1.803  -0.190
H 7.046 1.512 -0.541  0.272
H -3.715 6.276 3.986  0.320
H -2.096 -6.247 0.758  0.606
H -3.497 1.621 -0.194  0.336
H -0.416 0.665 0.376  -0.386
H 1.478 -4.794 3.367  0.268
H 1.133 -5.570 0.146  0.220
H -4.384 0.871 2.357  0.645
C -2.683 2.102 0.348  -1.013
C 6.092 -4.779 5.999  -1.320
C -3.372 0.933 2.758  -1.479
O 0.627 -6.257 2.348  -0.443
H 4.609 -2.366 1.429  0.266
N -5.787 -2.237 -1.682  -0.262
H 1.528 -8.140 1.928  0.308
H 3.643 5.542 -0.730  0.397
H -2.090 7.128 -1.153  0.317
C 5.712 4.325 -1.909  -0.875
N -0.332 -0.873 -2.705  0.522
O -3.236 2.224 -7.871  -0.293
H 7.143 0.181 -1.768  0.126
H 1.532 -2.070 0.484  0.098
O 4.639 -3.405 3.246  -0.447
H -1.329 0.949 5.829  0.242
O -1.885 5.538 0.149  -0.068
C 4.604 -4.506 5.625  0.007
H -2.675 4.133 -8.016  0.430
C -2.484 5.191 2.457  1.044
C -1.990 3.334 -6.103  0.914
C 2.639 2.672 -4.668  -0.241
C 1.742 -7.072 1.969  -0.614
H -3.837 -1.181 -2.354  0.210
H -6.788 -2.345 -1.605  0.254
O 0.770 -1.097 -4.548  -0.801
C 3.625 4.452 -0.747  -0.790
H 6.267 3.931 -1.057  0.275
H -3.712 1.987 5.621  0.273
C 1.405 4.220 0.530  -1.104
O -1.832 -4.421 0.119  0.644
C -5.599 -2.598 2.986  0.663
H 1.172 5.285 0.522  0.398
C -1.359 6.373 -0.864  -0.844
O 0.340 0.400 -0.148  1.621
H -2.506 5.213 4.713  0.384
H 5.822 5.404 -1.803  0.327
H -7.435 -3.293 3.200  0.238
H 0.037 -2.321 1.497  -0.523
C 3.546 0.719 -6.220  -0.754
H 2.604 -4.075 1.394  0.284
N 1.495 0.681 6.470  -0.837
H 2.626 2.206 -1.915  -0.098
H -3.042 2.729 -4.179  0.363
H -1.475 1.414 2.087  -0.327
H 6.328 1.897 -7.711  0.263
C 5.263 1.870 -7.481  -0.710
H 0.465 3.669 0.492  -0.290
C -4.169 2.173 4.649  -1.064
H -0.448 6.826 -0.471  0.357
H 0.576 0.269 3.229  -0.434
C 1.105 -2.506 1.388  0.477
H -3.484 -7.964 -0.074  0.239
C 5.420 0.473 -0.928  0.608
C -2.371 2.312 -4.930  -1.437
N 4.226 -5.579 4.864  -0.788
H -4.582 3.182 4.619  0.258
O 2.628 0.518 3.791  -0.471
H -0.786 -0.335 6.768  0.520
C 0.827 -4.825 2.494  -0.215
C 1.516 -4.032 1.342  0.750
H -4.984 -7.682 -0.257  0.283
H -1.073 5.848 -1.775  0.192
H 5.031 2.854 -7.076  0.272
H 0.055 -4.440 0.083  0.234
H 3.353 -0.072 -5.496  0.160
H 6.517 -3.915 6.511  0.349
H -1.297 -0.588 5.040  0.018
N 1.171 1.539 -6.055  -0.231
H 3.695 2.830 -4.448  0.229
H -1.920 3.415 3.280  0.470
H -4.005 -1.976 2.093  -0.527
H -1.915 2.066 -0.425  0.198
H 1.396 0.162 7.330  0.231
H 2.349 2.015 -3.849  -0.473
O -2.081 -2.483 2.874  -0.359
H 3.296 -5.540 4.472  0.297
C -3.023 3.471 -7.223  -1.016
H 2.019 3.985 1.399  0.381
H -3.103 -3.151 -0.962  -0.285
H 1.923 -6.896 0.908  0.270
C -0.744 0.034 5.744  -1.299
H -1.124 4.619 -4.850  0.300
H 2.690 -1.137 -2.849  0.245
H -4.567 -4.326 0.841  -0.204
H -4.043 3.785 -7.002  0.379
H -1.789 -6.200 -0.843  0.399
H 2.648 -6.907 2.552  0.153
O -5.178 -3.416 3.804  -0.718
H 4.725 1.706 -8.415  0.306
O 4.312 4.023 -1.886  0.000
H -1.125 6.767 1.552  0.491
H -5.162 -2.821 -2.218  0.188
N -4.251 -0.732 -1.550  -0.071
C -2.065 6.257 1.344  -1.148
H 6.324 -5.598 6.679  0.387
H -1.176 -1.107 -3.208  0.061
H -1.533 -2.520 -0.587  -0.410
H 4.126 0.614 2.562  0.274
H 4.191 3.993 0.063  0.348
H -4.120 -5.182 -1.231  0.124
N 1.057 -4.566 0.070  -0.671
C 3.079 0.900 2.456  -0.674
H 1.595 -0.798 -1.554  -0.406
H -7.240 -1.676 2.509  0.196
H 1.079 -0.963 5.351  -0.197
H -5.899 -5.392 0.681  0.431
C -2.350 1.098 1.519  0.828
N 6.699 0.692 -1.019  -0.474
N -4.975 -1.744 2.251  0.351
H -3.073 0.139 3.442  0.667
H 2.490 0.796 6.342  0.261
C -5.430 -1.124 -1.207  0.497
H -2.045 6.728 3.841  0.454
C -2.383 -5.654 -0.110  -1.527
C 2.259 3.906 -0.698  0.440
N -6.864 -2.573 2.780  -0.463
H -1.367 3.965 1.836  -0.541
H 0.983 1.801 3.856  0.659
H 5.324 -1.488 2.749  0.630
C 4.513 -2.171 2.497  -0.700
H 5.211 -2.538 5.042  0.440
H -3.945 3.146 -9.622  0.300
H 2.086 3.611 -4.633  0.324
H 1.653 4.305 -1.511  0.272
C 0.793 0.089 5.332  0.884
C -3.961 -5.879 -0.409  0.644
H 6.174 3.861 -2.780  0.251
C -4.229 2.376 -8.905  -0.777
H -1.045 3.069 -6.578  0.012
N -1.519 4.210 2.804  -0.468
H 1.551 -2.013 2.252  -0.383
C -2.712 5.867 3.866  -1.481
H -3.101 -0.632 0.739  -0.910
H 5.667 -0.809 -2.334  0.167
H 6.630 -4.943 5.066  0.286
H -5.536 -1.420 1.476  0.104
H -2.921 1.435 -5.272  0.398
H -4.341 1.414 -9.406  0.254
N -4.092 -7.343 -0.589  -0.756
C 0.740 -0.918 -3.374  0.420
C -2.062 -3.444 -0.823  -0.301
H -0.324 -0.580 -1.738  -0.491
H 2.569 0.354 1.663  0.261
H -5.227 2.509 -8.487  0.326
H -1.726 -3.747 -1.814  0.583
H 3.542 -2.812 5.009  0.016
C -4.812 -5.386 0.765  -0.934
H -4.951 1.466 4.373  0.408
O 5.025 0.932 -6.466  -0.405
H 2.954 1.974 2.323  0.446
H -0.095 -4.299 2.742  -0.187
H 3.593 -1.664 2.790  0.109
H -2.907 6.881 1.044  0.459

Values from the calculation:
ΔE to the lowest compared entry with this formula, charge and spin   3.091 eV
E_LUMO   0.145 eV
Charge   0
Gap between HOMO and LUMO   8.81 eV